Entry 1:
# C36H39N9NaO5S2

A structure of composition C36H39N9NaO5S2 (wB97M-V/def2-TZVPD, the OMol25 dataset).

Results
gap between HOMO and LUMO = 6.06 eV
M = 764.890 g/mol
total charge = -1
LUMO energy = 2.0 eV
ΔE to the lowest compared entry with this formula, charge and spin = 1.923 eV

Last column: Mulliken charge in e.
Cartesian coordinates (Å):
Na  0.73363  0.03271  -1.67999  0.7130
N  1.29598  5.55033  -1.97332  -0.5104
C  0.67484  4.30812  -1.82653  0.2890
S  0.46010  3.71214  -0.24089  -0.4120
N  0.31146  3.77735  -2.96770  -1.1533
N  -0.04298  2.45364  -2.93429  0.8895
C  -1.06357  2.17386  -3.64295  -1.1503
C  -1.50755  0.79363  -3.88097  0.8536
C  -2.81930  0.54827  -4.28675  -0.4269
C  -3.21702  -0.75277  -4.53296  -0.4600
C  -2.29701  -1.77732  -4.37938  -0.5958
C  -1.01211  -1.44759  -3.97122  -0.4933
N  -0.62176  -0.19964  -3.73320  -0.3240
H  1.16718  6.15360  -1.17885  0.2223
H  1.11873  5.97788  -2.87081  0.2497
H  -1.64431  2.97077  -4.11367  0.3117
H  -3.51055  1.37594  -4.38263  0.3835
H  -4.23496  -0.96680  -4.83601  0.3914
H  -2.56293  -2.81045  -4.55778  0.4400
H  -0.25301  -2.20758  -3.81854  0.7361
O  -0.22338  -1.37067  -0.16823  0.3961
C  0.01825  -2.77448  -0.23037  3.0800
C  0.93982  -3.04376  -1.48946  -0.2843
O  1.05160  -4.23966  -1.79297  -0.7770
O  1.45182  -2.03834  -2.02762  -0.6690
C  0.79110  -3.24842  0.98963  -0.9733
C  0.93933  -4.61159  1.24346  -0.0845
C  1.65815  -5.04379  2.34505  -0.9203
C  2.24170  -4.12461  3.21090  -0.5311
C  2.10553  -2.76967  2.95678  -0.7677
C  1.38641  -2.33479  1.84942  -0.0312
C  -1.34149  -3.46731  -0.32199  -0.3560
C  -2.15184  -3.48924  0.81207  -0.2017
C  -3.43576  -4.01012  0.76752  -0.9786
C  -3.93635  -4.52096  -0.42233  -0.4963
C  -3.13462  -4.51133  -1.55431  -1.1019
C  -1.84618  -3.99514  -1.50432  -0.1492
H  -0.73067  -1.14125  0.61931  0.0610
H  0.50447  -5.32061  0.55134  0.4784
H  1.77019  -6.10572  2.52910  0.3889
H  2.80275  -4.46635  4.07235  0.3921
H  2.56616  -2.04199  3.61529  0.4760
H  1.29627  -1.27992  1.63457  0.1023
H  -1.76435  -3.10359  1.74981  0.3756
H  -4.04300  -4.02447  1.66541  0.4671
H  -4.93753  -4.93325  -0.46353  0.4023
H  -3.51062  -4.91757  -2.48611  0.3931
H  -1.21268  -4.02591  -2.37884  0.7038
C  -5.15312  -0.83706  0.91784  -0.8930
N  -5.06286  0.60151  0.88685  0.2024
C  -5.87047  1.42138  1.77141  -0.6672
C  -5.38767  2.83347  1.43193  -0.5529
N  -4.04647  2.55637  0.94574  -0.0758
C  -3.94637  1.26714  0.48851  -0.8226
S  -2.67186  0.68367  -0.37634  0.2791
H  -6.17303  -1.14921  0.68782  0.2915
H  -4.87409  -1.22970  1.90186  0.3394
H  -4.46816  -1.24656  0.17864  0.1740
H  -5.67589  1.16920  2.82192  0.3162
H  -6.93415  1.28079  1.57524  0.3810
H  -5.37279  3.48481  2.30467  0.3164
H  -6.01587  3.29076  0.66066  0.2713
H  -3.49479  3.24411  0.45593  0.3117
N  4.50484  2.16722  4.28525  -0.6298
C  3.42698  2.13174  3.88461  -0.0729
C  2.08496  2.08474  3.38531  -0.0739
C  1.08199  2.87226  3.94419  -0.8062
C  -0.18607  2.78899  3.40866  -0.5408
C  -0.40426  1.93006  2.33686  -0.2909
N  0.54634  1.16854  1.80695  0.9336
C  1.76527  1.24698  2.31640  -0.0602
H  1.30702  3.53516  4.76929  0.4838
H  -0.99661  3.39138  3.79504  0.4582
H  -1.37547  1.86459  1.85988  0.0199
H  2.52814  0.62524  1.86147  0.5003
O  3.93654  -0.38789  0.31301  -0.4383
C  3.71430  0.57374  -0.57770  -0.2915
O  2.61577  0.93691  -0.90151  -0.5191
C  4.96583  1.27857  -1.09807  0.6307
N  6.17016  0.75081  -0.43298  -0.5242
C  6.79946  1.83513  0.34692  -0.7452
C  5.65673  2.81614  0.58593  -0.1106
C  4.90139  2.77070  -0.74040  -0.6686
H  4.97772  1.12548  -2.17782  0.3380
H  6.80800  0.32086  -1.08545  0.2356
H  4.91679  -0.43445  0.38947  0.4444
H  7.60013  2.32306  -0.22105  0.3510
H  7.22585  1.44574  1.27188  0.3502
H  6.00876  3.81178  0.85080  0.4785
H  5.02544  2.46186  1.40400  -0.2362
H  5.43739  3.34792  -1.49712  0.3452
H  3.87428  3.13447  -0.69998  0.2187



Entry 2:
# C18H17Cl3F3Si

A cluster of 2 separate species, C18H17Cl3F3Si in total (wB97M-V/def2-TZVPD, the OMol25 dataset).

Results
gap between HOMO and LUMO = 6.31 eV
M = 424.773 g/mol
total charge = +1
LUMO energy = -6.1 eV
ΔE to the lowest compared entry with this formula, charge and spin = 0.000 eV

Last column: natural (NBO) charge in e.
Cartesian coordinates (Å):
C  -0.88583  -1.67941  -1.45636  -0.6742
C  -1.69334  -0.43271  -1.24295  0.0664
C  -1.22316  0.73919  -1.71442  -0.4187
C  -2.90935  -0.44262  -0.36759  -0.9418
Si  -4.31976  -1.56641  -0.93300  1.4259
Cl  -5.77608  -1.32696  0.48094  -0.3306
Cl  -4.98055  -0.97484  -2.76472  -0.3200
Cl  -3.72155  -3.51758  -0.99006  -0.3330
H  -1.00339  -2.38432  -0.62252  0.2257
H  -1.17427  -2.19849  -2.38097  0.2571
H  0.18042  -1.42449  -1.53327  0.2193
H  -1.78263  1.66724  -1.59660  0.2082
H  -0.36719  0.75747  -2.38894  0.2088
H  -2.67706  -0.79419  0.65119  0.2463
H  -3.35755  0.56035  -0.31590  0.2603
F  2.88451  -4.35785  0.69848  -0.3118
C  2.19947  -3.94727  1.81263  0.9643
F  1.20063  -4.85324  2.01903  -0.3090
F  3.06412  -4.04807  2.87131  -0.3072
C  1.68369  -2.54596  1.65197  -0.0347
C  0.39516  -2.22302  2.07608  -0.1972
C  -0.08036  -0.94628  1.85650  -0.1135
C  0.69613  0.03333  1.16329  -0.0979
C  0.07148  1.23824  0.74898  0.1673
C  0.70658  2.33572  0.10433  -0.1832
C  0.22731  3.64637  0.38523  -0.1159
C  0.82557  4.75727  -0.18810  -0.2042
C  1.87208  4.59576  -1.11067  -0.1064
C  2.28872  3.30914  -1.47985  -0.2189
C  1.71110  2.18647  -0.89367  -0.1262
C  2.05904  -0.29756  0.90328  -0.1176
C  2.52717  -1.58212  1.10813  -0.1985
H  -0.22128  -2.97043  2.56798  0.2625
H  -1.08397  -0.68339  2.19792  0.2319
H  -0.93050  1.41163  1.14777  0.2302
H  -0.60382  3.75337  1.08545  0.2300
H  0.47847  5.75687  0.07918  0.2443
H  2.35710  5.47083  -1.54459  0.2429
H  3.07152  3.17908  -2.22965  0.2437
H  1.99810  1.18534  -1.22333  0.2281
H  2.74134  0.45884  0.51971  0.2381
H  3.55193  -1.84532  0.84778  0.2594



Entry 3:
# C3H5NS2

The molecule C3H5NS2 (wB97M-V/def2-TZVPD, the OMol25 dataset).

Results
gap between HOMO and LUMO = 9.11 eV
SMILES = C1=NSCCS1
M = 119.214 g/mol
total charge = 0
LUMO energy = 0.7 eV
ΔE to the lowest compared entry with this formula, charge and spin = 1.162 eV

Last column: natural (NBO) charge in e.
Cartesian coordinates (Å):
C  0.48407  -1.74358  0.01478  -0.0870
N  -0.80406  -1.76014  0.00026  -0.6048
S  -1.67820  -0.47553  -0.63605  0.4155
C  -0.75175  0.76316  0.30907  -0.5745
C  0.59872  0.99197  -0.32936  -0.5229
S  1.62025  -0.52003  -0.47229  0.2514
H  0.92915  -2.67006  0.43444  0.2120
H  -1.34392  1.77205  0.30945  0.2409
H  -0.66580  0.52327  1.38016  0.2286
H  1.15031  1.70901  0.26491  0.2218
H  0.46123  1.40987  -1.27537  0.2190



Number 1: HOMO level -0.1497 hartree. Number 2: HOMO level -0.4574 hartree. Number 3: HOMO level -0.3072 hartree.